94
Properties=species:S:1:pos:R:3:forces:R:3 method="wB97M-V/def2-TZVPD" total_energy_ha=-2536.3627 relative_energy_kj_mol=70.0 e_homo_ha=-0.290
Pt -0.526 -1.598 -0.093 0.0 -0.6 -0.1
Si 1.322 2.617 2.109 0.3 -0.3 -0.1
Si 1.645 -0.896 0.097 0.0 -0.2 -0.1
F -1.065 -0.538 4.354 -0.1 0.0 0.1
F 1.152 -0.832 3.860 0.2 0.0 0.0
F -0.187 -2.666 4.283 0.1 -0.1 0.1
F -0.436 -1.449 2.354 -0.2 0.0 -0.1
N -2.426 -2.568 -0.455 0.1 0.0 0.0
N -2.722 -2.605 -1.774 0.0 0.0 -0.2
N -0.371 -2.611 -2.732 -0.2 -0.2 0.1
N -1.769 -0.038 -1.169 0.5 -0.1 0.0
N -1.768 -0.389 -2.492 -0.1 -0.2 0.1
N 0.088 -3.106 -1.536 0.0 0.7 -0.1
C 2.004 0.807 1.081 -0.5 0.8 0.6
C -3.403 -3.159 0.210 0.0 0.0 0.1
C -0.342 2.115 2.736 0.1 0.0 0.1
C -2.418 0.566 -3.198 0.0 0.1 0.1
C 1.274 -4.007 -3.191 0.0 0.0 0.0
C -3.905 -3.224 -1.951 0.0 0.0 -0.1
C 0.087 -2.823 -5.172 0.0 0.0 0.0
C 2.495 -0.585 -1.552 0.0 0.1 0.0
C -2.802 1.645 0.291 0.0 0.0 0.0
C 1.956 3.898 4.453 0.0 -0.1 0.1
C -2.609 0.487 -4.676 0.0 0.0 0.0
C 1.722 -4.780 -0.749 0.0 0.1 0.0
C -4.532 -3.420 -3.292 0.0 0.0 0.0
C 1.229 3.875 0.693 0.1 -0.1 -0.1
C 2.714 -1.995 1.172 0.1 -0.1 0.0
C -2.423 1.098 -1.044 -0.2 0.1 0.0
C -3.354 -3.279 1.698 0.0 0.0 0.0
C -0.013 3.560 -0.157 0.0 0.1 0.0
C 2.836 1.580 4.229 0.0 0.1 0.0
C 2.594 2.894 3.473 0.0 0.0 0.0
C 1.076 -3.950 -1.805 0.0 -0.2 0.0
C 1.064 5.280 1.287 0.0 0.0 0.0
C -2.833 1.543 -2.317 0.0 -0.1 0.0
C 3.934 3.447 2.978 -0.1 0.0 0.0
C 0.335 -3.154 -3.740 0.0 0.0 0.0
C 2.468 3.846 -0.218 -0.1 0.0 0.0
C -4.373 -3.596 -0.707 0.0 0.0 0.1
B -0.140 -1.395 3.760 -0.1 0.1 -0.1
B -1.780 -1.934 -2.804 0.1 0.2 0.0
H -0.276 1.542 3.663 0.0 0.0 0.0
H 1.619 0.460 2.057 -0.1 -0.1 -0.2
H 0.246 5.331 2.010 0.0 0.0 0.0
H 3.500 1.779 5.076 0.0 0.0 0.0
H 1.922 1.135 4.619 0.0 0.0 0.0
H -3.225 -0.367 -4.955 0.0 0.0 0.0
H 1.217 -4.640 0.206 0.0 0.0 0.0
H 2.863 -1.534 -1.949 0.0 0.0 0.0
H -0.923 -3.095 -5.477 0.0 0.0 0.0
H -0.057 2.527 -0.517 0.0 0.0 0.0
H 3.394 4.042 0.320 0.0 0.0 0.0
H -5.467 -3.965 -3.178 0.0 0.0 0.0
H 0.835 5.988 0.485 0.0 0.0 0.0
H -3.095 1.393 -5.032 0.0 0.0 0.0
H 1.984 -4.619 -3.722 0.0 0.0 0.0
H -2.479 0.972 1.087 -0.1 0.0 -0.1
H 1.830 4.887 4.016 0.0 0.1 -0.1
H 2.558 -3.051 0.964 0.0 0.0 0.0
H 1.973 5.625 1.778 0.0 0.0 0.0
H 2.471 -1.836 2.222 0.0 0.0 0.0
H 3.069 1.028 1.066 0.0 -0.1 -0.1
H 1.409 1.431 0.403 -0.1 -0.2 0.0
H 2.609 4.003 5.324 0.0 0.0 0.0
H -1.653 0.386 -5.191 0.0 0.0 0.0
H -3.888 1.726 0.343 0.0 0.0 0.0
H 4.421 2.772 2.270 0.0 0.0 0.0
H -3.235 -2.300 2.164 0.0 0.0 0.0
H 0.796 -3.358 -5.801 0.0 0.0 0.0
H -2.226 -2.097 -3.905 0.1 0.0 0.0
H 0.209 -1.754 -5.350 0.0 0.0 0.0
H 3.774 -1.770 1.015 0.0 0.0 0.0
H 2.779 -4.540 -0.630 0.0 0.0 0.0
H -0.019 4.205 -1.041 0.0 0.0 0.0
H -3.883 -3.988 -3.957 0.0 0.0 0.0
H 0.987 3.553 4.816 0.0 0.0 0.0
H 3.323 0.825 3.608 0.0 0.0 0.0
H -0.987 2.978 2.913 0.0 0.1 0.0
H 3.349 0.093 -1.468 0.0 0.0 0.0
H -3.390 2.435 -2.551 0.0 0.0 0.0
H 4.610 3.566 3.829 0.0 0.0 0.0
H -0.934 3.747 0.398 0.2 0.1 0.0
H -0.825 1.474 2.001 0.0 0.0 0.0
H -4.264 -3.739 2.075 0.0 0.0 0.0
H -2.394 2.640 0.476 -0.1 -0.2 0.0
H 1.796 -0.176 -2.285 0.0 0.0 0.0
H 2.364 4.612 -0.992 0.0 0.0 0.0
H 3.833 4.424 2.505 0.0 0.0 0.0
H -2.501 -3.880 2.014 0.0 0.0 0.0
H -4.749 -2.466 -3.774 0.0 0.0 0.0
H 2.574 2.889 -0.733 0.0 0.0 0.0
H 1.652 -5.833 -1.024 0.0 0.0 0.0
H -5.291 -4.115 -0.490 0.0 0.0 0.0



91
Properties=species:S:1:pos:R:3:forces:R:3 method="wB97M-V/def2-TZVPD" charge=-1 total_energy_ha=-3961.4691 relative_energy_kj_mol=102.8 multiplicity=6 e_homo_ha="-0.097 / -0.097"
Mn -0.894 -0.681 1.595 -0.6 -0.5 1.1
Cl -2.012 -1.665 -0.009 -1.3 -1.3 -2.0
Cl -2.667 0.504 2.252 -1.4 1.3 0.8
Si 0.785 1.467 -2.788 -0.4 0.3 -0.1
O -0.652 -2.930 4.178 -2.6 0.2 0.8
O 0.808 -1.371 0.925 2.3 -3.3 -2.3
O -0.499 2.232 -3.516 -0.1 0.2 -0.7
O 2.408 -2.925 3.181 2.0 0.9 -0.8
O 0.341 0.291 2.761 1.1 3.4 3.2
N 1.944 -2.585 -0.643 0.9 -0.3 -0.8
N 2.538 -3.401 5.426 2.3 0.3 1.5
N -0.230 2.443 3.343 0.0 0.1 -0.2
C -2.408 3.124 -4.553 0.5 0.4 -0.5
C 1.389 0.041 -3.837 0.1 -0.1 -0.1
C -1.307 2.079 -4.682 0.4 -0.1 0.2
C 0.441 3.072 -6.316 -0.2 -0.1 0.2
C 0.466 2.308 -8.638 -0.3 -0.1 1.1
C 1.778 -3.344 -1.891 -0.2 -0.1 0.4
C 2.154 2.734 -2.693 0.1 0.1 0.0
C 0.921 -2.398 0.164 -1.2 2.2 2.0
C 1.880 -3.133 4.250 -3.4 -1.1 -0.2
C 0.161 0.997 -1.110 0.1 -0.1 0.2
C -0.787 -2.615 6.569 0.6 -0.1 0.6
C -1.429 -3.242 5.343 0.2 0.7 -1.1
C -3.503 5.265 -5.223 -0.2 0.5 0.1
C -2.467 4.210 -5.342 0.1 -1.1 0.2
C -1.021 1.280 -7.025 0.0 0.4 0.5
C 2.327 -4.663 6.131 -0.1 0.7 -0.5
C -0.159 2.887 1.959 -0.2 0.0 -0.2
C -1.142 3.199 4.190 0.3 -0.1 0.2
C -1.629 -4.749 5.480 0.0 -0.5 0.2
C -0.537 1.377 -8.321 0.4 0.2 -0.3
C 0.948 3.142 -7.614 0.0 -0.3 -0.4
C -3.329 2.863 -3.400 -0.2 0.0 0.1
C -2.842 -2.637 5.316 -0.7 0.3 -0.3
C 3.858 -2.801 5.644 -0.3 -0.5 -0.1
C 3.160 -1.798 -0.454 -0.2 0.3 -0.1
C 0.116 1.189 3.646 0.0 -2.2 -1.9
C -0.560 2.145 -6.018 -0.4 -0.3 0.0
H -0.926 0.717 -9.092 0.1 0.1 0.1
H 4.020 -2.718 6.721 0.0 0.1 0.1
H -3.173 6.150 -5.767 -0.2 0.1 0.0
H -4.471 4.961 -5.635 0.1 0.0 0.0
H -2.159 -5.124 4.584 0.2 0.2 0.4
H 0.643 -0.765 -3.904 0.2 0.2 0.0
H -1.003 2.485 1.376 0.3 0.1 0.2
H 1.856 3.583 -2.059 0.1 -0.2 -0.2
H 2.791 -4.532 7.112 -0.2 -0.3 0.1
H 3.862 -1.799 5.201 0.1 -0.3 0.0
H 0.874 2.355 -9.640 0.0 0.1 0.0
H -3.777 3.799 -3.053 0.0 -0.2 0.1
H 2.380 3.110 -3.704 0.0 -0.1 0.3
H -1.758 4.334 -6.157 -0.1 -0.2 0.2
H -2.856 -1.537 5.265 0.3 -0.3 -0.1
H 0.502 -3.031 4.335 0.8 -0.5 -0.1
H -0.691 -5.325 5.570 -0.3 0.4 -0.1
H -0.857 4.252 4.178 0.0 0.0 0.0
H 1.602 0.413 -4.852 0.0 -0.2 0.2
H 3.089 -0.837 -0.991 0.1 -0.2 0.2
H 0.120 -3.147 0.145 0.1 0.2 -0.2
H -1.062 2.818 5.204 -0.1 0.0 0.1
H -1.789 1.086 -4.636 0.1 0.2 0.0
H 0.791 3.746 -5.522 -0.1 -0.3 -0.4
H -4.146 2.182 -3.691 0.2 0.2 0.1
H 4.685 -3.404 5.254 0.2 0.1 -0.2
H -0.518 0.137 -1.168 0.1 0.0 0.0
H -2.778 2.399 -2.566 -0.2 0.2 -0.3
H -0.649 -1.537 6.381 0.1 -0.4 0.1
H -3.657 5.541 -4.179 -0.1 0.1 0.0
H 0.892 -3.982 -1.787 0.2 0.1 -0.1
H -1.795 0.553 -6.752 0.3 0.3 -0.3
H -3.403 -2.918 6.229 0.3 0.0 -0.2
H -3.441 -2.990 4.473 0.2 -0.1 -0.1
H 3.288 -1.617 0.619 0.0 0.0 -0.3
H -0.423 1.806 -0.651 0.2 0.0 -0.2
H -2.232 -4.936 6.388 0.1 -0.2 -0.4
H 4.014 -2.360 -0.843 -0.2 0.0 0.1
H 2.653 -3.964 -2.106 -0.1 0.0 0.2
H 1.258 -4.881 6.236 0.2 0.1 0.0
H 1.626 -2.679 -2.753 0.0 0.0 0.3
H 0.179 -3.090 6.786 -0.1 0.4 -0.1
H 2.791 -5.528 5.614 0.0 0.3 0.2
H -2.184 3.102 3.851 0.3 -0.2 0.0
H -1.408 -2.725 7.469 0.0 0.0 -0.1
H 2.326 -0.364 -3.418 -0.3 0.0 -0.2
H 0.201 0.927 4.711 -0.3 0.1 -0.2
H 0.790 2.579 1.512 -0.2 -0.1 0.1
H 0.977 0.741 -0.421 -0.2 0.0 -0.1
H 3.062 2.270 -2.278 -0.2 0.2 -0.1
H -0.206 3.980 1.974 0.0 -0.1 -0.1
H 1.737 3.855 -7.840 -0.1 -0.1 0.0